Formula: C47H48F12MgN2O8PSTe
Source: OMol25
Level of theory: ωB97M-V/def2-TZVPD

Its HOMO-LUMO gap (spin up / spin down) is 2.47 / 6.12 eV. The total charge is -2. As for the spin multiplicity: 2. As for the HOMO energy (spin up / spin down): 0.6 / -3.0 eV.

The geometry in XYZ format:
```
121
Properties=species:S:1:pos:R:3:forces:R:3:lowdin_charge:R:1
Mg -0.94076 -1.65521 0.25324 0.518 -0.034 -0.911 0.620
N 3.15655 -2.11221 1.15309 0.066 -0.048 -0.025 0.206
C 1.92176 -2.07807 0.62238 -0.043 0.082 -0.052 -0.482
O 0.93806 -1.89389 1.35542 -0.111 0.129 0.089 -0.114
C 1.78985 -2.25793 -0.87108 -0.168 0.036 0.064 -0.222
C 0.34154 -2.46951 -1.28529 0.009 -0.095 -0.031 -0.197
H 3.29364 -1.87350 2.12216 -0.007 0.070 0.024 0.083
H 3.94958 -2.15143 0.53756 -0.020 -0.022 0.010 0.109
H 2.49835 -3.04443 -1.17040 0.071 0.050 0.000 0.106
H 2.16633 -1.32145 -1.30358 0.053 -0.007 -0.011 0.116
H 0.13065 -3.54107 -1.38559 0.031 -0.009 0.019 0.030
H 0.19204 -2.02799 -2.27107 -0.084 0.038 -0.021 -0.002
O -2.42312 0.75416 2.84377 -0.385 -0.419 0.229 -0.165
H -2.76554 0.06659 2.25551 -0.024 0.001 0.046 0.025
H -1.99968 1.40014 2.21348 0.168 0.164 -0.065 -0.027
C -4.17518 0.38146 -0.71505 -0.041 -0.047 -0.096 0.005
C -2.69996 0.48187 -1.05829 0.452 0.095 0.101 -0.655
O -2.31089 1.11820 -2.02633 -0.438 0.234 -0.002 -0.013
O -1.91168 -0.12487 -0.23776 -0.271 -0.015 0.547 -0.134
H -4.77915 0.86303 -1.48122 -0.006 0.019 0.013 0.070
H -4.35039 0.86122 0.25001 -0.004 0.001 0.001 0.073
H -4.45431 -0.66968 -0.62631 -0.002 -0.006 0.031 0.077
C 0.89949 1.99805 -0.04484 0.028 -0.004 0.001 -0.008
C 0.16814 1.70380 1.24469 0.267 -0.111 0.089 -0.689
O -0.97781 2.16569 1.37703 0.031 0.358 -0.173 -0.057
N 0.89462 0.98998 2.13036 -0.281 -0.094 -0.212 -0.219
Te 0.04168 -0.14085 3.49849 0.230 0.638 0.253 1.935
C -0.44750 0.99034 5.27145 -0.207 -0.131 0.053 -0.283
C -0.65675 0.19792 6.41143 -0.031 -0.061 0.081 -0.285
C -0.47477 -1.30044 6.42245 0.022 0.072 -0.103 -0.068
C -1.06773 0.79555 7.59849 0.023 0.006 0.026 -0.025
C -1.29813 2.15888 7.68919 -0.028 -0.005 -0.005 -0.274
C -1.77614 2.79065 8.96937 0.021 -0.020 -0.004 -0.058
C -1.10598 2.91815 6.54880 0.048 0.034 0.018 -0.022
C -0.69337 2.36437 5.33884 0.029 0.065 -0.037 -0.279
C -0.56089 3.31026 4.17848 0.074 -0.054 -0.048 -0.048
C 1.97680 -0.63246 4.27979 -0.046 -0.227 -0.158 -0.296
C 2.29862 -1.99080 4.37037 0.080 -0.151 -0.043 -0.330
C 1.32613 -3.12909 4.15345 -0.043 0.078 -0.008 -0.076
C 3.61642 -2.36042 4.66562 -0.046 0.019 0.001 -0.038
C 4.61137 -1.42126 4.85773 0.024 0.026 0.009 -0.275
C 6.03871 -1.82907 5.11134 -0.041 0.001 0.037 -0.056
C 4.25597 -0.07680 4.80985 0.004 -0.014 0.030 -0.020
C 2.95878 0.33818 4.54096 0.078 0.102 0.042 -0.262
C 2.67268 1.81580 4.57448 -0.081 -0.056 -0.047 -0.051
H 0.94942 3.07766 -0.19313 -0.014 0.010 -0.022 0.079
H 0.30131 1.57345 -0.85695 -0.003 -0.003 -0.008 0.058
H 1.89870 1.56835 -0.05755 0.007 0.020 0.006 0.069
H -1.06244 -1.78824 5.64010 -0.006 -0.009 0.007 0.076
H -0.79098 -1.71048 7.38045 -0.019 -0.013 -0.001 0.078
H 0.56980 -1.57106 6.26714 -0.001 -0.017 0.030 0.063
H -1.21987 0.16947 8.47188 -0.011 -0.003 0.001 0.108
H -1.77140 2.07048 9.78769 0.002 0.002 0.005 0.068
H -2.79507 3.16749 8.85992 -0.002 0.004 0.000 0.078
H -1.14403 3.63348 9.25421 0.001 0.007 0.000 0.075
H -1.28499 3.98903 6.58462 -0.008 0.002 -0.002 0.121
H -0.01449 4.20479 4.48424 -0.016 0.018 0.021 0.086
H -1.54858 3.61678 3.83120 -0.009 -0.007 -0.008 0.097
H -0.05873 2.86867 3.32754 0.009 0.029 0.050 0.030
H 0.36881 -2.83020 3.73382 0.006 -0.001 -0.015 0.016
H 1.13699 -3.63977 5.10154 0.013 -0.009 0.003 0.087
H 1.74892 -3.85788 3.46127 0.009 -0.002 -0.003 0.092
H 3.85854 -3.41756 4.71724 0.008 -0.003 -0.032 0.119
H 6.17685 -2.89680 4.94343 0.004 -0.006 0.001 0.070
H 6.33422 -1.60899 6.13951 0.001 0.006 0.007 0.077
H 6.72056 -1.28900 4.45292 0.005 0.001 -0.003 0.077
H 5.01581 0.67920 4.98184 0.012 0.000 -0.014 0.115
H 3.60174 2.38148 4.51025 0.015 0.009 0.026 0.077
H 2.16882 2.07946 5.50739 0.004 0.010 0.005 0.086
H 2.03037 2.10896 3.74673 0.039 0.004 -0.007 0.043
F -1.03325 6.42817 -7.31249 0.029 0.029 -0.040 0.115
C -1.92050 5.97778 -6.39072 0.051 -0.109 0.069 -0.574
F -2.02886 6.96123 -5.47194 -0.006 0.015 -0.011 0.113
F -3.11012 5.92145 -7.03462 -0.015 0.021 -0.011 0.112
C -1.52986 4.66611 -5.79550 -0.075 0.072 -0.036 -0.156
C -0.93848 4.59784 -4.54301 0.107 0.035 0.112 -0.025
C -0.59432 3.36644 -4.01003 -0.028 0.011 0.073 -0.077
C -0.82888 2.17687 -4.70028 -0.234 0.068 0.124 -0.329
C -1.41096 2.27139 -5.96827 -0.005 0.003 -0.061 -0.075
C -1.75542 3.49670 -6.51032 -0.027 -0.106 -0.112 -0.024
P -0.20322 0.61908 -3.92420 0.369 -0.059 -0.454 1.076
C -1.45994 -0.58568 -4.54614 0.003 0.150 0.034 -0.342
C -1.06327 -1.88799 -4.83977 -0.022 -0.075 0.002 -0.085
C -1.98508 -2.84816 -5.22987 0.046 0.013 0.013 -0.011
C -3.32639 -2.51276 -5.33556 -0.087 -0.053 0.028 -0.148
C -3.74350 -1.21924 -5.04261 0.023 -0.007 -0.029 -0.017
C -2.81678 -0.26915 -4.65175 0.007 0.004 0.079 -0.084
C -4.33064 -3.52097 -5.79427 0.085 0.091 0.028 -0.573
F -3.92042 -4.79248 -5.61898 -0.011 -0.009 -0.011 0.119
F -4.61846 -3.40190 -7.11785 -0.010 -0.017 -0.015 0.110
F -5.51620 -3.40404 -5.15625 0.000 -0.011 -0.006 0.117
C 1.16026 0.32701 -5.04553 0.237 -0.251 0.002 -0.425
C 1.07729 -0.06236 -6.43058 -0.001 0.130 0.144 -0.131
C 2.19866 -0.21218 -7.20069 0.030 -0.002 0.011 -0.072
C 3.49103 0.01666 -6.67410 0.007 0.074 0.131 -0.192
C 3.59866 0.40100 -5.29569 0.008 -0.050 -0.186 -0.078
C 2.47417 0.54661 -4.53428 -0.151 -0.099 0.010 -0.155
C 4.69342 -0.17836 -7.46423 0.045 -0.002 -0.047 -0.566
F 5.59480 0.85973 -7.38783 -0.008 -0.015 0.006 0.065
F 4.45782 -0.36254 -8.78879 0.007 -0.005 -0.004 0.084
F 5.47192 -1.26880 -7.09822 -0.016 0.014 0.005 0.053
H -0.76064 5.50482 -3.98023 -0.016 -0.008 0.032 0.110
H -0.15208 3.31239 -3.02244 -0.024 0.020 0.030 0.094
H -1.61097 1.37122 -6.53453 -0.002 -0.006 -0.018 0.098
H -2.21337 3.54633 -7.49111 -0.011 -0.014 0.003 0.114
H -0.01685 -2.15306 -4.75608 0.026 0.009 -0.023 0.106
H -1.65924 -3.85733 -5.44332 0.005 -0.007 0.001 0.114
H -4.79283 -0.96106 -5.11202 -0.007 0.007 0.009 0.115
H -3.14553 0.72923 -4.39679 -0.017 -0.011 0.015 0.101
H 0.11098 -0.26602 -6.87756 -0.018 -0.002 0.007 0.081
H 2.09509 -0.51943 -8.23473 -0.005 0.003 -0.012 0.097
H 4.57719 0.56521 -4.85964 0.005 0.018 0.007 0.094
H 2.57535 0.83384 -3.49117 0.003 -0.001 0.015 0.075
F -3.21329 -4.86571 3.37462 -0.005 -0.081 -0.021 0.120
C -3.50388 -4.52863 2.10915 -0.158 0.118 0.176 -0.666
F -4.53820 -3.68349 2.14054 0.002 -0.019 0.004 0.133
F -3.88388 -5.62992 1.45849 -0.011 -0.029 0.011 0.133
S -2.04958 -3.76718 1.30437 -0.285 0.329 0.169 0.492
O -2.57399 -3.20918 0.06179 0.254 -0.409 0.245 -0.290
O -1.09202 -4.82841 1.21676 -0.097 -0.058 0.129 -0.253
O -1.69409 -2.64168 2.19850 0.041 -0.458 -0.431 -0.368
```
Forces are in eV/Å.